# 1
# C40H84BCsO20S10

C40H84BCsO20S10 as an isolated structure at a distorted geometry (ωB97M-V with the def2-TZVPD basis set, the OMol25 dataset).

Values from the calculation:
* E_tot: -193361.7478 eV
* frontier orbital gap: 8.4 eV
* molecular weight: 1349.5 g/mol
* F_max: 4.46 eV Å⁻¹
* HOMO: -8.55 eV

Each line ends with the Mulliken charge.
Atoms and positions in Å:
Cs -0.074 -0.689 -0.056  -1.972
B -2.572 -1.261 1.710  1.813
H -2.769 -0.263 1.349  -0.414
H -3.363 -1.480 2.411  -0.112
H -2.590 -1.981 0.906  -1.036
H -1.663 -1.265 2.291  -0.661
C -1.050 1.652 5.148  -0.386
C -0.556 1.250 3.805  1.750
C 0.380 0.087 4.062  -0.585
S 1.230 0.390 5.653  1.202
O 2.570 0.834 5.358  -0.659
O 0.975 -0.802 6.465  -0.672
C 0.158 1.793 6.043  -0.892
H -1.751 0.898 5.507  0.333
H -1.578 2.605 5.107  -0.053
H -0.080 2.101 3.317  -1.246
H -1.328 1.050 3.061  -0.116
H 1.131 -0.024 3.280  0.368
H -0.216 -0.811 4.225  0.236
H 0.750 2.683 5.828  0.291
H -0.024 1.708 7.114  0.565
C -0.758 -6.233 -0.273  -0.167
C -1.544 -6.073 1.005  -0.878
C -2.019 -4.580 0.920  -0.445
S -2.309 -4.103 -0.849  0.759
O -1.504 -3.017 -1.368  0.364
O -3.762 -4.223 -1.174  -0.857
C -1.656 -5.736 -1.430  -0.271
H -0.468 -7.274 -0.417  0.478
H 0.158 -5.647 -0.191  -0.145
H -0.979 -6.415 1.872  0.380
H -2.387 -6.763 1.020  0.393
H -1.215 -3.966 1.325  0.002
H -2.914 -4.416 1.521  0.565
H -1.184 -5.434 -2.366  -0.164
H -2.488 -6.416 -1.612  0.331
C 4.965 3.544 -0.126  -0.972
C 4.736 3.691 1.397  -0.500
C 4.282 2.354 2.063  -0.411
S 4.001 1.147 0.717  0.992
O 2.621 0.657 0.885  0.266
O 5.134 0.245 0.569  -0.747
C 4.039 2.451 -0.601  -0.118
H 5.988 3.266 -0.379  0.469
H 4.822 4.454 -0.708  0.462
H 4.111 4.535 1.688  -0.012
H 5.692 4.029 1.798  0.431
H 3.291 2.375 2.516  -0.124
H 4.970 1.812 2.712  0.617
H 2.991 2.735 -0.502  -0.511
H 4.206 1.926 -1.541  0.648
C -4.322 0.421 -3.635  -0.598
C -3.441 0.108 -2.440  0.293
C -4.289 -0.663 -1.433  1.167
S -6.069 -0.422 -1.866  0.949
O -6.748 0.314 -0.804  -0.639
O -6.502 -1.713 -2.410  -0.640
C -5.692 0.751 -3.223  -0.836
H -4.326 -0.480 -4.248  0.163
H -3.860 1.240 -4.187  0.420
H -3.002 1.042 -2.090  0.112
H -2.524 -0.455 -2.617  -0.274
H -4.257 -0.122 -0.487  -0.747
H -4.163 -1.729 -1.244  -0.204
H -5.582 1.746 -2.792  0.361
H -6.466 0.754 -3.990  0.488
C -0.675 -2.006 -6.611  -1.082
C -1.790 -1.976 -5.500  -0.075
C -1.955 -3.467 -5.063  -0.219
S -0.351 -4.268 -5.374  1.029
O -0.590 -5.262 -6.428  -0.733
O 0.202 -4.583 -4.046  -0.463
C 0.489 -2.800 -6.095  -0.271
H -0.432 -1.029 -7.028  0.401
H -1.024 -2.673 -7.399  0.376
H -2.730 -1.485 -5.752  0.376
H -1.349 -1.388 -4.695  -0.111
H -2.764 -3.976 -5.588  0.433
H -2.334 -3.756 -4.083  -0.124
H 1.237 -3.183 -6.789  0.557
H 0.945 -2.196 -5.310  -0.063
C 2.676 -3.812 4.843  -0.795
C 3.118 -2.508 4.090  -0.066
C 3.388 -2.735 2.572  -0.658
S 2.070 -4.014 2.137  0.951
O 2.628 -5.175 1.426  -0.703
O 0.934 -3.292 1.535  0.177
C 1.669 -4.492 3.933  -0.966
H 2.308 -3.641 5.855  0.412
H 3.588 -4.405 4.901  0.331
H 3.917 -1.994 4.626  0.694
H 2.223 -1.891 4.155  -0.596
H 4.365 -3.203 2.451  0.410
H 3.270 -1.922 1.856  0.178
H 1.565 -5.576 3.985  0.563
H 0.633 -4.172 4.044  0.379
C 0.903 6.106 2.825  -0.903
C 0.465 4.679 2.676  0.130
C 0.469 4.208 1.181  0.682
S 0.834 5.671 0.257  1.143
O -0.105 5.824 -0.858  -0.775
O 2.232 5.506 -0.129  -0.635
C 0.554 6.902 1.577  -0.830
H 1.981 5.982 2.927  0.264
H 0.631 6.505 3.802  0.478
H -0.561 4.558 3.025  -0.200
H 1.098 4.028 3.279  0.219
H -0.542 3.865 0.963  0.212
H 1.193 3.465 0.849  -0.569
H -0.503 7.155 1.668  0.369
H 1.162 7.798 1.457  0.491
C -5.274 2.641 4.376  -0.737
C -6.025 1.996 3.172  -0.830
C -5.071 1.908 2.013  -0.039
S -4.089 3.453 2.060  0.852
O -4.821 4.543 1.409  -0.723
O -2.685 3.090 1.899  -0.291
C -4.339 3.734 3.840  0.256
H -4.871 1.745 4.849  0.264
H -5.932 3.128 5.096  0.382
H -6.743 2.744 2.836  0.351
H -6.503 1.036 3.369  0.406
H -5.446 1.604 1.036  0.336
H -4.376 1.098 2.239  -0.201
H -4.489 4.792 4.057  0.492
H -3.343 3.512 4.224  -0.576
C 2.246 3.394 -4.902  -0.385
C 1.311 4.554 -4.669  -0.797
C 0.772 4.443 -3.247  -0.529
S 0.355 2.646 -3.124  1.055
O -1.025 2.393 -3.561  -0.672
O 0.935 2.135 -1.832  0.101
C 1.348 2.190 -4.530  -0.900
H 3.033 3.253 -4.161  0.161
H 2.587 3.397 -5.938  0.357
H 0.545 4.695 -5.431  0.370
H 1.859 5.496 -4.687  0.383
H -0.033 5.129 -2.983  0.548
H 1.594 4.547 -2.538  0.040
H 0.606 2.028 -5.312  0.358
H 1.817 1.217 -4.384  0.394
C 4.598 -3.990 -1.142  -0.103
C 5.520 -2.852 -1.639  -0.571
C 4.659 -1.751 -2.371  -0.202
S 3.015 -2.559 -2.794  0.859
O 2.830 -2.449 -4.247  -0.724
O 2.004 -2.009 -1.884  0.485
C 3.558 -4.267 -2.257  -1.001
H 3.961 -3.704 -0.306  -0.268
H 5.184 -4.858 -0.840  0.556
H 6.285 -3.305 -2.271  0.392
H 5.965 -2.553 -0.690  0.285
H 5.063 -1.588 -3.370  0.443
H 4.496 -0.798 -1.869  -0.437
H 4.040 -4.538 -3.196  0.407
H 2.688 -4.884 -2.029  0.429

=====

# 2
# C3H6N2O

C3H6N2O in the gas phase at a distorted geometry (ωB97M-V with the def2-TZVPD basis set, the OMol25 dataset).

Values from the calculation:
* E_tot: -8235.5211 eV
* frontier orbital gap: 9.7 eV
* molecular weight: 86.1 g/mol
* energy relative to the best compared isomer or geometry (same formula, charge and spin): 27.2 kcal/mol
* SMILES string: [H]/N=C1\NCCO1
* F_max: 2.69 eV Å⁻¹
* HOMO: -9.00 eV

Each line ends with the Mulliken charge.
Atoms and positions in Å:
H 0.670 -2.449 -0.761  0.196
N 0.776 -1.558 -1.189  -0.701
C 0.265 -0.638 -0.475  0.521
N -0.372 -0.703 0.704  -0.201
C -0.676 0.583 1.276  -0.348
C -0.150 1.518 0.190  -0.267
O 0.295 0.676 -0.880  -0.398
H -0.309 -1.586 1.257  0.236
H -0.195 0.763 2.287  0.238
H -1.761 0.664 1.392  0.235
H 0.707 2.095 0.520  0.248
H -0.931 2.151 -0.199  0.243

=====

# 3
# C27H32BCl6F4N6O2Tl

C27H32BCl6F4N6O2Tl as an isolated structure at a distorted geometry (ωB97M-V with the def2-TZVPD basis set, the OMol25 dataset).

Values from the calculation:
* E_tot: -132934.0594 eV
* frontier orbital gap: 4.1 eV
* molecular weight: 976.5 g/mol
* energy relative to the best compared isomer or geometry (same formula, charge and spin): 14.8 kcal/mol
* F_max: 1.28 eV Å⁻¹
* HOMO: -6.94 eV

Each line ends with the Mulliken charge.
Atoms and positions in Å:
Tl -1.185 0.278 1.401  0.992
Cl 1.619 -0.572 8.288  -0.147
C 1.235 -1.009 6.683  0.354
C 2.085 -1.971 5.993  0.434
Cl 3.412 -2.640 6.830  -0.146
C 1.839 -2.327 4.708  0.156
Cl 2.852 -3.439 3.882  -0.147
C 0.719 -1.780 3.970  -0.103
O 0.508 -2.036 2.809  -0.319
C -0.215 -0.827 4.712  0.394
O -1.211 -0.402 4.176  -0.563
C 0.150 -0.464 6.078  0.161
Cl -0.838 0.682 6.862  -0.105
C 4.437 -0.955 -0.134  -1.248
N 3.016 -0.781 0.092  0.277
C 2.645 0.358 0.906  -0.773
C 2.052 -1.472 -0.573  -0.164
N 0.844 -1.018 -0.603  0.640
C -0.285 -1.770 -0.813  -0.907
C -0.394 -3.046 -0.260  -0.274
C -1.534 -3.831 -0.440  -1.152
C -2.582 -3.362 -1.184  -1.052
C -2.551 -2.059 -1.728  1.738
C -3.661 -1.580 -2.458  -1.179
C -3.677 -0.294 -2.921  -0.999
C -2.613 0.566 -2.648  -0.204
C -1.487 0.151 -1.942  -0.444
N -0.561 1.069 -1.510  0.550
C -0.201 2.134 -2.151  0.029
N -0.043 2.196 -3.534  0.263
C -0.680 3.276 -4.271  -1.250
C 0.099 0.972 -4.294  -0.797
N 0.174 3.246 -1.473  0.294
C 1.127 4.213 -1.983  -1.290
C -0.189 3.407 -0.077  -0.826
C -1.418 -1.218 -1.507  0.299
N 2.517 -2.549 -1.339  0.248
C 1.789 -2.908 -2.542  -0.616
C 3.117 -3.686 -0.661  -1.079
H 4.892 0.017 -0.335  0.438
H 4.606 -1.605 -0.987  0.404
H 4.927 -1.388 0.744  0.317
H 3.493 0.640 1.530  0.509
H 1.806 0.110 1.546  -0.090
H 2.355 1.205 0.278  0.188
H 0.432 -3.414 0.336  0.562
H -1.584 -4.818 0.005  0.439
H -3.463 -3.972 -1.340  0.405
H -4.502 -2.241 -2.623  0.415
H -4.535 0.071 -3.472  0.382
H -2.688 1.611 -2.930  0.581
H -0.971 4.078 -3.599  0.404
H -1.581 2.911 -4.780  0.370
H -0.002 3.675 -5.030  0.329
H 0.590 0.219 -3.680  0.078
H 0.723 1.181 -5.167  0.370
H -0.859 0.573 -4.642  0.286
H 1.530 3.888 -2.937  0.427
H 1.951 4.314 -1.272  0.391
H 0.664 5.196 -2.103  0.349
H -1.195 3.040 0.098  0.014
H -0.179 4.462 0.184  0.514
H 0.502 2.881 0.589  0.144
H 1.394 -2.009 -3.011  0.076
H 0.960 -3.600 -2.360  0.230
H 2.491 -3.384 -3.231  0.375
H 3.518 -3.386 0.304  0.312
H 3.924 -4.101 -1.271  0.303
H 2.378 -4.479 -0.491  0.342
Cl -4.286 -0.595 1.610  -0.116
C -4.675 1.144 1.612  -0.274
Cl -3.999 1.938 0.188  -0.032
H -4.238 1.610 2.488  0.143
H -5.753 1.245 1.587  0.420
F -3.282 3.379 3.149  -0.449
B -1.917 3.720 3.182  0.446
F -1.521 4.091 4.453  -0.327
F -1.639 4.712 2.236  -0.372
F -1.176 2.525 2.795  -0.344

=====

Question: What is the frontier orbital gap in the second record?
Answer: 9.7 eV

=====

Question: Among the records above, which one has the highest E_tot?
Answer: C3H6N2O